# 1
Molecular formula: C17H46INO6PS5
Method: DFT, wB97M-V/def2-TZVPD

Structure (XYZ):
```
77
Properties=species:S:1:pos:R:3:forces:R:3
C -2.1427 5.1964 1.8092 -0.669 -0.730 0.580
C -3.3495 4.2205 2.0968 1.975 -0.009 -1.387
P -4.0953 3.5740 0.5028 -2.997 0.480 1.501
C -4.5062 5.0975 -0.4950 0.586 -0.548 -0.277
N -2.7431 2.6394 -0.2540 0.669 0.464 -0.143
C -2.2218 3.1757 -1.5465 1.669 -0.679 -1.237
C -1.4646 2.0151 -2.2907 -0.499 0.190 -0.448
O -0.7470 1.2311 -1.3465 -0.875 -0.019 0.401
C -1.6364 0.5019 -0.5010 -0.037 0.780 0.188
I -1.7826 -1.5644 -1.0928 -0.205 0.429 0.211
C -3.0500 1.1809 -0.3845 0.829 -1.285 0.052
H -2.4477 6.1017 1.2648 0.149 -0.289 0.269
H -1.7048 5.4295 2.7918 0.094 0.141 -0.524
H -1.3889 4.6371 1.2201 -0.143 0.476 0.251
H -2.8881 3.3324 2.5780 -0.552 0.377 0.090
H -4.0995 4.6543 2.7702 -0.012 -0.266 -0.449
H -5.1864 4.7937 -1.3090 0.440 0.108 0.245
H -5.1120 5.7375 0.1728 0.493 -0.263 -0.093
H -3.6283 5.6286 -0.8954 -0.494 0.071 0.202
H -1.9567 2.6758 0.4076 -0.039 0.143 -0.146
H -2.9939 3.5569 -2.2282 -0.032 -0.026 0.633
H -1.4683 3.9429 -1.3091 -0.601 -0.020 -0.026
H -2.1559 1.3851 -2.8866 0.296 0.209 0.332
H -0.7440 2.4167 -3.0208 -0.239 -0.030 0.481
H -1.1897 0.5675 0.5091 -0.065 -0.520 -0.477
H -3.6955 0.9662 -1.2458 0.145 0.396 0.286
H -3.5267 0.7975 0.5325 0.081 0.364 -0.409
C 1.2247 -0.8845 -3.5264 -0.098 0.111 0.018
S 0.4923 0.3928 -4.5589 0.223 -0.280 -0.042
O -0.9168 -0.0176 -4.8468 0.063 0.101 0.136
C 1.4722 0.0361 -6.0266 -0.036 0.041 -0.115
H 0.7192 -0.8641 -2.5649 -0.005 0.121 0.006
H 1.0915 -1.8613 -3.9857 0.053 0.058 -0.081
H 2.2856 -0.6786 -3.3890 -0.003 -0.042 -0.070
H 1.3161 -0.9984 -6.3315 -0.041 -0.004 0.101
H 2.5261 0.2111 -5.8104 -0.030 -0.007 0.060
H 1.1490 0.7042 -6.8236 -0.046 0.019 0.071
C 1.5430 4.6419 5.7455 -0.007 0.067 -0.054
S 0.0959 3.5756 5.8660 0.053 0.058 0.102
O -0.7374 3.8213 4.6485 -0.005 0.089 -0.043
C -0.6783 4.4595 7.2306 -0.068 0.058 -0.017
H 2.1569 4.2920 4.9173 -0.058 -0.060 0.016
H 1.2315 5.6701 5.5596 -0.067 -0.035 0.007
H 2.1153 4.5817 6.6712 -0.031 -0.045 -0.001
H -0.8485 5.4993 6.9501 0.038 -0.029 -0.067
H -0.0353 4.4051 8.1091 0.017 -0.046 -0.034
H -1.6312 3.9808 7.4498 0.047 -0.056 -0.053
C 2.8163 -4.7104 -6.3113 0.045 0.054 -0.056
S 2.8970 -4.5865 -4.5153 0.092 -0.058 -0.031
O 3.1507 -3.1513 -4.1813 0.035 -0.180 -0.144
C 4.4601 -5.4626 -4.3349 0.081 0.023 -0.005
H 1.9230 -4.1876 -6.6497 -0.011 -0.016 0.085
H 3.6992 -4.2488 -6.7545 0.015 0.012 0.079
H 2.7526 -5.7596 -6.5997 -0.022 0.003 0.048
H 5.2383 -4.9531 -4.9039 -0.069 0.054 -0.014
H 4.3440 -6.4879 -4.6861 -0.057 0.016 0.019
H 4.7264 -5.4699 -3.2794 -0.091 0.026 -0.005
C -0.7884 -6.1850 2.2434 0.072 -0.034 0.112
S -0.3599 -6.5064 0.5232 0.108 -0.139 0.064
O 0.7961 -7.4477 0.5205 -0.177 0.262 0.009
C 0.2939 -4.8607 0.1844 0.090 0.050 -0.116
H -1.1840 -7.1049 2.6713 -0.005 -0.030 -0.132
H 0.0988 -5.8753 2.7949 0.012 0.057 -0.083
H -1.5506 -5.4063 2.2882 0.014 -0.001 -0.037
H 1.1119 -4.6390 0.8665 -0.049 -0.139 0.069
H -0.4999 -4.1210 0.2962 -0.002 -0.043 0.061
H 0.6626 -4.8431 -0.8412 -0.062 -0.106 -0.006
C 1.3584 -0.9675 3.3463 0.004 0.058 0.074
S 1.6142 -2.4895 2.4132 0.063 0.028 0.149
O 1.1666 -3.6192 3.2766 0.087 0.269 -0.136
C 3.4140 -2.4459 2.4732 0.069 0.005 0.046
H 0.2863 -0.8165 3.4653 0.009 -0.087 -0.025
H 1.8249 -1.0513 4.3280 -0.002 -0.065 -0.019
H 1.7850 -0.1281 2.7953 0.012 -0.040 -0.031
H 3.7499 -2.4363 3.5104 -0.083 -0.025 0.011
H 3.7739 -1.5592 1.9503 -0.048 -0.013 -0.026
H 3.7926 -3.3378 1.9765 -0.093 -0.005 -0.008
```
Forces are in eV/Å.

Computed properties:
HOMO-LUMO gap	7.47	eV
charge	+1

=====

# 2
Molecular formula: C21H40BN8O5P
Method: DFT, wB97M-V/def2-TZVPD

Structure (XYZ):
```
76
Properties=species:S:1:pos:R:3:forces:R:3
C -5.4881 -2.1961 -3.4926 0.331 0.604 0.653
C -3.9615 -1.8804 -3.8492 -0.594 0.194 0.150
C -3.7795 -0.3259 -4.2024 -0.004 -1.460 0.986
C -3.8462 0.4819 -2.8124 -0.945 0.026 -1.682
N -2.5067 1.0257 -2.4013 -2.960 -0.102 -0.401
N -1.7799 -0.0605 -1.8475 2.968 0.387 1.334
B -0.5269 -0.3812 -2.6424 1.401 -1.593 -0.154
O -0.1860 -1.7527 -2.8193 -0.287 1.591 1.271
N 0.3939 0.6236 -3.2246 -0.183 -1.089 -0.727
C 1.8229 0.3040 -2.9932 1.141 0.960 0.006
C 0.2375 0.7583 -4.7077 -0.459 0.743 -0.632
C -1.3296 0.1829 -0.5263 0.478 0.496 0.345
N -2.0968 0.3675 0.5084 0.312 0.101 -1.365
C -3.5872 0.3176 0.4008 -5.520 -2.613 1.068
O -4.2209 1.3090 0.0568 1.995 0.242 0.058
O -4.1299 -0.8144 0.7398 3.179 2.285 -0.748
N 0.1097 0.1961 -0.2731 -1.453 -1.281 -0.569
C 0.5610 1.5114 0.2569 0.946 1.371 0.055
C 2.0531 1.5026 0.8099 0.759 -0.278 0.516
C 2.0816 1.4100 2.4050 0.103 0.162 -1.274
O 1.4978 2.2777 3.0254 0.520 -1.234 -0.119
N 2.8328 0.3382 3.0018 -2.009 -0.406 -0.059
C 2.0581 -0.4400 3.9594 -1.755 -1.865 3.194
C 1.8112 -1.9001 3.7929 -0.409 0.918 1.391
C 1.0588 -2.7007 4.7837 0.338 2.468 0.532
C 0.5086 -2.0786 6.0022 1.491 1.523 -2.222
C 0.7086 -0.6167 6.1794 0.604 -2.067 -1.754
C 1.4692 0.1632 5.1875 -0.262 -1.248 -0.049
P 0.6121 -1.1655 0.7483 1.131 -0.982 1.805
C -0.7579 -2.4561 0.9073 -0.884 0.631 -0.041
C 2.0348 -2.1226 -0.1053 -1.188 -0.674 -1.370
C 1.7229 -3.6926 -0.2336 0.919 0.760 -0.661
H -5.6450 -2.0603 -2.3775 0.132 -0.221 -1.236
H -5.7879 -3.2493 -3.7469 0.274 1.128 0.112
H -6.1670 -1.4307 -3.9791 0.650 -1.111 0.286
H -3.6368 -2.5586 -4.6839 -0.160 0.752 0.699
H -3.3455 -2.0977 -2.9233 -0.496 0.095 -1.188
H -2.7817 -0.1997 -4.7078 -0.920 0.122 0.366
H -4.6045 -0.0517 -4.9117 0.860 0.007 0.605
H -4.2696 -0.2322 -2.0630 0.613 1.020 -0.316
H -4.5914 1.3158 -2.9617 1.045 -0.596 0.536
H -2.1022 1.3605 -3.2808 0.613 -0.228 0.602
H -0.4713 -2.2723 -2.0430 -0.283 0.045 -0.792
H 2.1396 0.4777 -1.9209 -0.573 -0.463 -1.155
H 2.1453 -0.7103 -3.3657 -0.443 0.774 0.514
H 2.4247 1.0577 -3.5927 -0.649 -0.806 0.695
H -0.6782 0.2498 -5.1212 0.824 0.381 0.505
H 0.1375 1.8553 -4.9533 0.232 -1.085 0.031
H 1.1275 0.3351 -5.2538 -0.950 0.369 0.512
H -1.6771 0.5061 1.4341 -0.199 -0.014 -0.534
H 0.5600 2.2392 -0.6117 -0.322 -0.830 0.991
H -0.1011 1.9039 1.0901 0.701 -0.369 -1.008
H 2.6925 0.6958 0.3316 -0.867 0.777 0.515
H 2.5895 2.4725 0.5727 -0.923 -0.902 0.154
H 3.1795 -0.3169 2.2964 -0.153 0.496 0.142
H 2.2199 -2.4305 2.8904 -0.408 0.630 0.992
H 0.8941 -3.7917 4.6140 0.290 1.123 0.062
H -0.0311 -2.7201 6.7396 0.505 0.865 -0.711
H 0.2511 -0.1702 7.1006 0.724 -0.126 -1.186
H 1.5769 1.2609 5.4039 0.018 -1.341 -0.503
H -0.4314 -3.3463 1.5232 0.056 1.102 -0.914
H -1.2030 -2.7803 -0.0727 0.234 0.063 1.005
H -1.5720 -1.9670 1.5269 0.759 -0.619 -0.916
H 3.0267 -1.9413 0.3880 -1.025 -0.088 -0.272
H 2.0862 -1.7462 -1.1638 0.177 -0.212 0.976
H 2.5810 -4.1040 -0.8507 -0.916 0.134 0.994
H 0.8054 -3.8830 -0.8659 0.878 0.241 1.008
H 1.6639 -4.1813 0.7748 -0.003 0.284 -1.122
C 3.6902 5.6893 2.3414 -0.130 -0.003 -0.070
O 3.0779 6.0385 1.3456 0.077 -0.040 0.002
N 4.7855 6.3580 2.8007 0.372 0.383 -0.040
N 3.3328 4.6032 3.0777 -0.215 -0.310 -0.098
H 5.3028 6.0882 3.6162 -0.063 -0.006 -0.035
H 5.0795 7.1667 2.2816 -0.042 -0.091 0.067
H 2.5264 4.0833 2.7685 0.045 0.062 0.221
H 3.8224 4.2987 3.8984 -0.038 0.037 -0.031
```
Forces are in eV/Å.

Computed properties:
HOMO-LUMO gap	8.16	eV
charge	0

=====

# 3
Molecular formula: C3H9N2O2P
Method: DFT, wB97M-V/def2-TZVPD

Structure (XYZ):
```
17
Properties=species:S:1:pos:R:3:forces:R:3
C -0.8052 1.2673 -1.2872 -0.111 0.497 -1.177
P 0.7354 0.4532 -0.8307 -2.194 -0.964 -1.401
C 0.6755 -1.1974 -1.7187 -0.821 1.471 -1.623
O 1.9747 1.1749 -0.9222 2.582 1.465 -0.905
N 0.5390 0.2343 0.7849 -2.466 -1.790 3.989
C -0.6560 -0.3836 1.5743 2.861 1.998 -0.656
N -0.3003 -0.4879 2.8926 1.404 0.806 0.378
O -1.7065 -0.6472 1.0788 -0.339 -0.571 -0.307
H -0.8281 2.4037 -1.0212 0.020 -2.209 -0.716
H -1.0519 0.9646 -2.3609 0.359 1.105 1.193
H -1.5141 0.6883 -0.7007 -0.433 0.329 0.207
H -0.1872 -1.7539 -1.3272 0.214 -0.028 -0.467
H 0.7711 -1.1889 -2.9084 -0.800 0.482 2.619
H 1.5746 -1.6579 -1.4576 1.424 -1.017 0.846
H 1.1507 0.8035 1.3944 -0.333 -0.667 -1.013
H 0.5844 -0.0012 3.1620 -1.403 -0.986 -0.229
H -0.9563 -0.6716 3.6480 0.037 0.079 -0.737
```
Forces are in eV/Å.

Computed properties:
HOMO-LUMO gap	10.53	eV
charge	0

=====

# 4
Molecular formula: C27H32CrFN5O6S
Method: DFT, wB97M-V/def2-TZVPD

Structure (XYZ):
```
73
Properties=species:S:1:pos:R:3:forces:R:3
Cr 0.2442 1.0590 -0.6380 -0.064 0.001 -0.271
O 3.1771 -0.0554 -3.0130 0.066 -0.088 -0.044
C 2.1570 0.1332 -2.3961 -0.107 -0.037 -0.020
O 1.9879 0.9907 -1.4322 -0.100 0.191 0.278
C 0.8738 -0.7187 -2.6459 0.287 -0.022 0.143
O 0.7614 -1.5342 -3.5269 -0.011 -0.124 0.052
O -0.0578 -0.4678 -1.7475 0.287 0.317 -0.206
C -3.7317 2.6670 -0.5527 0.067 0.080 0.018
O -3.8156 1.2605 -0.8262 -0.064 -0.119 0.051
C -2.7550 0.5324 -0.4779 -0.297 -0.111 -0.363
O -1.7811 1.0072 0.0930 0.649 0.105 0.309
N -2.9309 -0.7572 -0.8044 0.025 -0.167 -0.147
N -1.9406 -1.7138 -0.5009 -0.285 -0.233 0.034
H -4.7153 3.0576 -0.7971 0.008 0.016 -0.007
H -2.9573 3.1199 -1.1716 -0.069 -0.048 0.023
H -3.5075 2.8276 0.5011 -0.027 0.010 0.004
H -3.5970 -0.9317 -1.5443 0.062 0.044 0.046
H -1.1797 -1.6348 -1.1824 -0.195 0.020 0.138
H -2.3683 -2.6300 -0.5599 -0.084 0.124 0.198
C 3.9115 -1.9551 1.0776 -0.037 0.021 0.004
C 2.5676 -1.9468 0.3428 -0.002 -0.016 -0.043
C 2.5465 -3.0232 -0.7429 0.011 0.061 -0.002
C 1.4265 -2.0910 1.3258 0.019 -0.015 0.043
C 1.1854 -3.3289 1.9158 -0.028 0.013 0.010
C 0.2146 -3.4832 2.8885 0.017 0.003 0.007
C -0.5368 -2.3861 3.2757 -0.009 -0.030 -0.007
C -0.3441 -1.1383 2.6976 -0.083 -0.010 -0.030
C -1.2194 0.0187 3.1505 -0.003 0.035 -0.010
C -2.7095 -0.2996 3.0023 0.092 -0.010 -0.010
C -0.9274 0.4148 4.6011 0.026 -0.001 -0.043
C 0.6527 -0.9874 1.7129 -0.062 0.034 0.029
N 0.8789 0.2935 1.1430 -0.101 -0.059 -0.037
C 1.5054 1.1972 1.9420 0.118 -0.048 -0.072
C 2.2706 0.9290 3.0939 -0.022 -0.006 0.044
C 2.8585 1.9540 3.8192 -0.001 0.040 -0.003
C 2.7213 3.2867 3.4505 -0.029 -0.028 0.009
C 1.9691 3.5911 2.3176 0.032 -0.004 -0.036
C 1.4142 2.5545 1.6249 0.020 0.031 0.039
F 0.6396 2.8277 0.4983 0.031 0.000 -0.033
H 4.7287 -1.8168 0.3679 0.024 0.004 -0.010
H 4.0619 -2.9048 1.5987 0.009 -0.017 0.007
H 3.9599 -1.1508 1.8137 0.012 -0.004 -0.006
H 2.4699 -0.9719 -0.1279 -0.008 0.028 -0.034
H 2.7417 -4.0141 -0.3253 0.024 -0.015 -0.006
H 3.3108 -2.8129 -1.4920 0.014 0.001 -0.015
H 1.5862 -3.0567 -1.2567 -0.049 0.006 -0.012
H 1.7826 -4.1818 1.6181 0.019 -0.020 -0.004
H 0.0486 -4.4504 3.3483 -0.007 -0.003 -0.005
H -1.2967 -2.5077 4.0392 -0.017 0.007 0.012
H -1.0013 0.8690 2.5034 -0.004 -0.028 0.054
H -2.9928 -1.1596 3.6124 -0.021 -0.002 0.037
H -2.9574 -0.5290 1.9692 -0.024 -0.053 -0.077
H -3.3089 0.5530 3.3303 -0.019 0.016 -0.028
H -1.1870 -0.4003 5.2814 0.004 -0.018 0.021
H -1.5206 1.2881 4.8815 -0.016 0.011 0.015
H 0.1236 0.6595 4.7464 0.043 0.005 -0.003
H 2.3898 -0.1010 3.4052 -0.012 0.003 0.018
H 3.4437 1.7032 4.6955 0.006 -0.013 0.015
H 3.1834 4.0764 4.0254 0.017 0.007 0.007
H 1.8196 4.6055 1.9745 -0.003 0.020 -0.009
C -3.0649 0.8079 -6.2267 0.002 0.021 0.019
C -1.7387 1.0495 -5.5629 0.019 -0.041 -0.071
C -0.5551 0.5815 -6.1213 0.043 0.037 -0.005
C 0.5966 0.7949 -5.3900 0.013 -0.006 -0.182
N 0.6010 1.4527 -4.2402 -0.141 0.307 -0.055
C -0.5764 1.8921 -3.7878 -0.067 -0.414 0.157
S -0.6036 2.7087 -2.2398 -0.010 0.078 0.067
N -1.7564 1.6900 -4.4011 0.031 0.192 0.018
H -3.0214 1.0371 -7.2919 0.002 -0.005 -0.021
H -3.8279 1.4199 -5.7510 -0.004 0.003 -0.007
H -3.3449 -0.2422 -6.1240 -0.018 -0.018 -0.008
H -0.5401 0.0572 -7.0667 -0.004 -0.041 0.011
H 1.5577 0.4150 -5.7201 0.007 -0.017 0.008
```
Forces are in eV/Å.

Computed properties:
multiplicity	4
HOMO-LUMO gap (spin up / spin down)	7.32 / 7.50	eV
charge	-1

=====

# 5
Molecular formula: C4H9NO2
Method: DFT, wB97M-V/def2-TZVPD

Structure (XYZ):
```
16
Properties=species:S:1:pos:R:3:forces:R:3
C -0.8643 1.5654 -0.0545 0.218 -0.197 0.110
C 0.0089 0.3571 0.1418 -0.118 -0.022 0.034
C 0.8449 0.2011 1.1642 -0.106 -0.065 -0.394
O 1.0933 1.0876 2.1600 -0.029 0.259 0.225
C -0.1917 -0.7340 -0.8894 0.335 0.013 0.151
N 1.0255 -1.4408 -1.1903 0.111 -0.060 -0.164
O -1.2637 -1.5901 -0.4997 -0.386 -0.144 -0.107
H -1.8547 1.2437 -0.3710 -0.111 0.049 0.023
H -0.9768 2.1532 0.8556 -0.107 0.110 0.002
H -0.4532 2.2077 -0.8338 -0.023 0.110 -0.042
H 1.4474 -0.6848 1.2971 0.089 -0.058 -0.030
H 0.5954 1.8997 2.0054 0.041 -0.086 0.020
H -0.5407 -0.2804 -1.8239 0.051 -0.041 0.153
H 1.3491 -1.9795 -0.3951 0.031 0.009 -0.058
H 0.8714 -2.0854 -1.9568 -0.030 -0.031 0.113
H -1.0909 -1.9206 0.3903 0.034 0.153 -0.037
```
Forces are in eV/Å.

Computed properties:
HOMO-LUMO gap	9.41	eV
charge	0

=====

# 6
Molecular formula: C4H8NS
Method: DFT, wB97M-V/def2-TZVPD

Structure (XYZ):
```
14
Properties=species:S:1:pos:R:3:forces:R:3
C -0.1609 -1.2597 0.9427 0.003 2.781 1.023
N 0.3295 -0.4191 0.0559 -2.747 -4.448 3.934
C 0.8015 -0.8897 -1.1507 3.625 -2.211 -2.509
C 0.2089 0.9311 0.0668 0.567 3.498 2.710
C -1.0714 1.6188 0.3520 -1.124 -2.730 0.643
S 0.0265 1.7110 1.7724 0.343 -0.355 -0.876
H -0.2584 -2.2714 0.7118 0.421 -1.561 -0.670
H -0.5396 -0.9866 1.9886 0.665 0.330 -1.904
H 0.0409 -1.1653 -1.7862 -2.191 -0.336 -1.453
H 1.3978 -1.8630 -1.0913 -0.360 1.650 0.292
H 1.3313 -0.0731 -1.6675 0.219 -0.853 0.204
H 0.9993 1.2699 -0.5537 0.086 1.451 -0.284
H -1.1713 2.5612 -0.1067 -0.782 0.755 -0.704
H -1.9342 0.8358 0.4660 1.276 2.029 -0.405
```
Forces are in eV/Å.

Computed properties:
HOMO-LUMO gap	7.95	eV
charge	+1